# 1
C30H86N6O12 | ωB97M-V with the def2-TZVPD basis set

Structure (ORCA input):
```
! wB97M-V def2-TZVPD RIJCOSX def2/J DEFGRID3
* xyz 0 1
C -1.6104 1.5313 26.8201
C -1.0199 2.7811 26.1716
O -0.8404 2.6019 24.7421
O -2.7064 1.1499 26.0948
H -1.8308 1.8978 27.8152
H -0.8563 0.7115 26.9657
H -0.0514 2.8774 26.6758
H -1.6554 3.6095 26.3806
H -1.4226 1.8796 24.5845
H -3.2986 0.4282 26.4569
C -5.8030 2.4255 26.6057
C -6.4118 3.7783 26.3689
O -6.0857 4.0156 25.0267
O -6.3794 1.4332 25.8602
H -6.0400 2.0136 27.6890
H -4.7077 2.4940 26.4990
H -5.9176 4.5282 27.0560
H -7.5134 3.7302 26.5805
H -6.5508 4.7105 24.5514
H -6.1131 1.6148 24.9502
C -4.7545 4.9423 19.0419
C -4.3471 3.4568 18.9308
C -3.5164 2.9560 20.1079
O -4.2736 2.8472 21.2853
C -3.5337 2.6983 22.4574
N -5.5441 2.6133 18.6936
H -3.7988 5.4656 18.9535
H -5.0833 5.2397 20.0487
H -5.4801 5.2216 18.2416
H -3.7043 3.1979 18.0903
H -2.5494 3.5578 20.2066
H -3.0839 1.9297 19.9411
H -4.2429 2.6446 23.2823
H -2.8603 3.5848 22.6833
H -2.7844 1.8514 22.3764
H -5.3380 1.6419 18.8760
H -6.3427 2.7937 19.2310
C -4.2327 -2.6379 28.1257
C -4.8629 -1.2374 28.1713
C -3.9143 -0.3466 29.0971
O -4.1440 -0.5785 30.4942
C -5.4024 -0.1576 30.9459
N -4.7328 -0.7055 26.8005
H -4.0848 -2.9789 29.1572
H -3.2780 -2.4857 27.6481
H -4.8620 -3.2244 27.4410
H -5.9745 -1.2712 28.4544
H -3.9984 0.6824 29.0169
H -2.8239 -0.6397 29.0265
H -5.7719 -0.9112 31.6529
H -6.1726 0.0340 30.2045
H -5.2630 0.7733 31.4760
H -5.4380 0.0177 26.6752
H -4.7668 -1.4630 26.1340
C -10.0655 1.7405 19.4945
C -10.8091 0.9494 20.4816
C -9.9689 -0.1734 21.0387
O -10.8537 -1.0868 21.6362
C -10.2160 -2.2377 22.1902
N -11.3880 1.7634 21.5376
H -9.0235 1.9618 19.7128
H -10.5938 2.6703 19.1694
H -9.9312 1.3238 18.5005
H -11.6297 0.3149 20.0714
H -9.1026 0.0730 21.7051
H -9.4847 -0.6232 20.1581
H -9.5087 -2.0091 22.9908
H -9.7190 -2.9125 21.4128
H -11.0477 -2.7685 22.6846
H -10.6148 2.1052 22.1515
H -11.9162 1.1200 22.1417
C -10.9666 1.6343 26.3320
C -9.4264 1.5225 25.8893
C -9.1871 0.0173 25.6257
O -9.2162 -0.7655 26.8032
C -8.8386 -2.1406 26.6993
N -9.2100 2.2946 24.7091
H -11.0863 0.8184 27.0817
H -11.6143 1.4829 25.4718
H -11.1830 2.5421 26.8429
H -8.7824 1.8228 26.7176
H -8.2082 -0.0524 25.2367
H -9.9068 -0.3295 24.8883
H -7.7898 -2.3433 26.3887
H -9.3725 -2.6115 25.8488
H -9.1708 -2.6293 27.6052
H -8.2323 2.5041 24.4330
H -9.7649 3.1380 24.6494
C -10.8485 7.0574 22.7658
C -10.9515 6.1797 23.9743
C -12.3203 6.4602 24.5977
O -12.6525 5.6082 25.6785
C -11.8855 5.7529 26.8777
N -10.7981 4.7775 23.6753
H -10.0759 6.7337 22.0802
H -10.5897 8.0774 23.0469
H -11.8290 7.1276 22.1708
H -10.1555 6.3725 24.5974
H -13.1012 6.2218 23.8597
H -12.3604 7.5336 24.8137
H -10.9313 5.1709 26.8407
H -12.4166 5.3463 27.7315
H -11.5628 6.6867 27.1339
H -11.3736 4.3065 24.3777
H -11.2494 4.5369 22.8069
C -5.6031 -0.1263 20.8997
C -5.8518 -0.2425 22.3979
C -4.5516 -0.5936 23.0912
O -4.6446 -2.0187 23.3031
C -3.4225 -2.5841 23.5636
N -6.5011 1.0019 22.9287
H -5.1532 -1.0243 20.3977
H -4.8979 0.6578 20.6112
H -6.4853 0.1380 20.3683
H -6.5896 -1.0359 22.5842
H -4.3706 0.0086 24.0348
H -3.6723 -0.5331 22.3730
H -3.6812 -3.6510 23.7568
H -2.8804 -2.0576 24.4024
H -2.8391 -2.5072 22.6240
H -6.3895 1.7708 22.2762
H -7.4989 0.8677 23.0323
C -7.7246 4.8054 22.1522
O -7.7180 5.6125 23.3575
H -8.3935 5.2659 21.4429
H -6.6709 4.9391 21.8008
H -8.0509 3.7605 22.2901
H -8.2702 5.3579 24.0852
C -8.8566 1.9559 29.5664
O -8.3093 0.7380 29.2410
H -8.2373 2.3467 30.4134
H -8.8126 2.6393 28.7209
H -9.8858 1.9445 30.0120
H -8.7793 0.3100 28.5069
*
```

Results
E   -2425.77064 a.u.
F_max   4.39 eV/A
Relative energy (zero: lowest compared OMol25 entry of this formula, charge and spin)   197.4 kJ/mol
HOMO   -0.3361 Ha
SMILES string   COC[C@H](C)N.COC[C@H](C)N.COC[C@H](C)N.COC[C@H](C)N.COC[C@H](C)N.COC[C@H](C)N.OCCO.OCCO.CO.CO
Gap between HOMO and LUMO   9.6 eV


# 2
C3H4N2S3 | ωB97M-V with the def2-TZVPD basis set

Structure (ORCA input):
```
! wB97M-V def2-TZVPD RIJCOSX def2/J DEFGRID3
* xyz 0 1
C 2.8625 0.6670 0.1547
C -0.6608 0.5048 0.3480
C 1.6267 -1.6631 -0.4082
N 1.5467 1.0303 0.0286
N 0.5541 0.2268 0.5751
S 4.0525 1.7816 -0.1138
S 3.2137 -1.1009 0.1301
S 1.3057 -3.2031 0.0141
H -1.4449 -0.1132 0.7827
H -0.9282 1.2750 -0.4139
H 1.5687 2.0917 0.0985
H 0.1818 -3.3226 -0.8186
*
```

Results
E   -1420.62943 a.u.
F_max   2.03 eV/A
Relative energy (zero: lowest compared OMol25 entry of this formula, charge and spin)   379.0 kJ/mol
HOMO   -0.3000 Ha
Gap between HOMO and LUMO   7.7 eV


# 3
C19H53O16P5 | ωB97M-V with the def2-TZVPD basis set

Structure (ORCA input):
```
! wB97M-V def2-TZVPD RIJCOSX def2/J DEFGRID3
* xyz 0 1
C 0.6426 -1.5643 0.4963
C 1.5004 -2.9573 0.5580
C 0.6270 -4.3141 0.8292
C -0.9904 -4.0943 0.9782
C -1.6177 -4.0531 -0.5282
C -3.1826 -3.6119 -0.6511
P -4.0672 -3.1777 0.9767
C -5.7669 -2.3301 0.5574
H 0.4306 -1.1492 1.5912
H -0.3384 -1.6049 -0.1401
H 1.3377 -0.7479 -0.0188
H 2.1416 -3.0853 -0.4211
H 2.2684 -2.8400 1.4588
H 0.9044 -5.0691 -0.0531
H 1.0584 -4.8332 1.8103
H -1.4094 -5.0754 1.5136
H -1.2723 -3.2025 1.6777
H -1.5441 -5.1669 -0.9517
H -0.9455 -3.4009 -1.2536
H -3.2138 -2.6590 -1.3696
H -3.8147 -4.4395 -1.2350
H -3.3326 -2.0953 1.6449
H -6.4727 -3.0291 -0.0812
H -5.6308 -1.3136 -0.0307
H -6.3394 -2.0730 1.5607
C -8.1789 -2.1497 6.6984
O -7.0882 -1.2541 6.7366
P -5.8993 -1.5157 5.6822
O -6.3533 -1.7622 4.2764
O -5.0531 -2.7156 6.3421
C -4.7219 -2.6399 7.7132
O -4.9547 -0.2251 5.8696
C -5.3503 0.9507 5.1892
H -8.6459 -2.1736 7.6862
H -8.9105 -1.7998 5.9663
H -7.8519 -3.1614 6.4407
H -5.5091 -3.1231 8.2977
H -4.6007 -1.6065 8.0467
H -3.7838 -3.1762 7.8776
H -5.0407 1.8178 5.7755
H -6.4364 0.9884 5.0537
H -4.8581 0.9845 4.2148
C 4.1374 0.5081 1.8785
O 4.1498 1.8386 2.3502
P 2.7802 2.6726 2.2006
O 1.5522 1.9448 2.6541
O 2.7689 3.1252 0.6558
C 3.9459 3.6734 0.0994
O 3.0923 4.0339 3.0022
C 2.9524 3.9839 4.4093
H 5.1567 0.2255 1.6035
H 3.7852 -0.1552 2.6721
H 3.4959 0.4057 0.9983
H 4.5440 2.8680 -0.3347
H 4.5388 4.2078 0.8456
H 3.6669 4.3703 -0.6949
H 3.6705 4.6720 4.8591
H 3.1427 2.9767 4.7948
H 1.9414 4.2953 4.6808
C 7.1325 1.3573 -4.4741
O 5.9447 0.5955 -4.5171
P 5.5743 -0.2435 -3.1932
O 5.6813 0.5278 -1.9138
O 6.5184 -1.5443 -3.2820
C 6.6036 -2.2400 -4.5085
O 4.1021 -0.8087 -3.5192
C 3.0228 0.0804 -3.3036
H 7.5066 1.4789 -5.4938
H 6.9171 2.3423 -4.0533
H 7.9013 0.8591 -3.8760
H 7.4304 -1.8301 -5.0945
H 5.6771 -2.1679 -5.0831
H 6.8092 -3.2931 -4.3009
H 2.2344 -0.1416 -4.0250
H 3.3318 1.1232 -3.4311
H 2.6338 -0.0656 -2.2935
C 0.8280 5.1469 -5.2455
O -0.4034 4.4977 -5.0103
P -0.3607 2.8942 -4.8671
O 0.7111 2.3759 -3.9584
O -0.2726 2.3715 -6.3872
C -1.1422 2.9307 -7.3497
O -1.8626 2.5278 -4.4166
C -2.1642 2.6803 -3.0426
H 0.6331 6.0870 -5.7678
H 1.3126 5.3633 -4.2905
H 1.4880 4.5324 -5.8648
H -0.6541 3.7914 -7.8143
H -2.0918 3.2429 -6.9085
H -1.3405 2.1817 -8.1205
H -3.2148 2.9587 -2.9417
H -1.5487 3.4601 -2.5819
H -1.9960 1.7304 -2.5306
*
```

Results
E   -3666.55778 a.u.
F_max   2.69 eV/A
HOMO   -0.2790 Ha
SMILES string   COP(=O)(OC)OC.COP(=O)(OC)OC.COP(=O)(OC)OC.COP(=O)(OC)OC.CCCCCCPC
Gap between HOMO and LUMO   8.2 eV


# 4
CHAuF3NO5S2 | ωB97M-V with the def2-TZVPD basis set

Structure (ORCA input):
```
! wB97M-V def2-TZVPD RIJCOSX def2/J DEFGRID3
* xyz 0 3
O -0.7431 2.4192 0.9431
Au 2.0901 1.2555 -0.0203
H 1.0301 0.9517 2.1250
N -0.6796 0.3988 -0.3657
S 0.2314 -0.7404 -0.9889
O 1.6646 -0.4412 -0.5353
O 0.3658 -1.5887 -2.1819
S -0.1692 2.0263 -0.4064
O 1.9609 1.6774 1.6269
O -0.9178 2.8261 -1.4240
C -1.0383 -1.9392 0.1286
F -2.3364 -1.8759 -0.1433
F -0.6290 -3.1598 -0.1942
F -0.8295 -1.8098 1.4364
*
```

Results
E   -1700.90029 a.u.
F_max   12.98 eV/A
Relative energy (zero: lowest compared OMol25 entry of this formula, charge and spin)   78.1 kJ/mol
HOMO (alpha / beta)   -0.3632 / -0.3928 Ha
<S²>   2.016
Gap between HOMO and LUMO (alpha / beta)   8.0 / 7.1 eV


# 5
C31H63N3O20 | ωB97M-V with the def2-TZVPD basis set

Structure (ORCA input):
```
! wB97M-V def2-TZVPD RIJCOSX def2/J DEFGRID3
* xyz 0 1
C -3.3405 3.3786 0.7602
N -4.5121 2.4713 0.5982
O -4.9754 2.2966 -0.4908
O -4.8932 1.8902 1.5960
H -3.0426 3.8521 -0.1674
H -2.5836 2.6516 1.0201
H -3.3658 4.0865 1.5449
C -2.6327 1.2657 -2.9555
N -1.1293 1.1120 -3.0269
O -0.7664 0.0894 -2.4949
O -0.4920 2.0085 -3.5059
H -3.0676 0.6721 -3.8044
H -2.9280 2.2830 -3.0874
H -2.9868 0.8745 -1.9890
C 3.5583 -2.8182 0.5275
N 4.9559 -2.2659 0.5299
O 5.0308 -1.1312 0.9107
O 5.7978 -3.0163 0.1882
H 3.0134 -2.0427 0.0433
H 3.1380 -2.8294 1.5139
H 3.5815 -3.8164 0.0612
C 0.7128 6.7677 -1.0636
O 0.6682 6.8571 0.3433
C 1.7548 6.2857 0.9858
C 2.9396 7.2159 0.9857
O 3.4351 7.4676 -0.3388
C 4.4612 8.4289 -0.4967
H 1.1720 7.6625 -1.4901
H -0.3046 6.7974 -1.4626
H 1.3091 5.8515 -1.3501
H 2.0384 5.3282 0.5777
H 1.4513 6.1755 2.0647
H 3.6079 6.7403 1.6942
H 2.6668 8.1991 1.4162
H 4.2019 9.4819 -0.1816
H 4.8500 8.4118 -1.5264
H 5.2820 8.1818 0.1551
C 3.0392 1.2772 -5.6882
O 3.5550 0.3874 -4.7065
C 3.0257 0.5885 -3.4332
C 3.5899 -0.4615 -2.5260
O 3.0894 -1.7167 -2.8131
C 4.0746 -2.5347 -3.3387
H 1.9967 0.9726 -5.9566
H 3.6910 1.2928 -6.5733
H 2.9334 2.3110 -5.3032
H 1.9442 0.5041 -3.3216
H 3.3455 1.5648 -3.0849
H 3.3751 -0.1372 -1.5273
H 4.7088 -0.4713 -2.6525
H 4.9436 -2.6383 -2.7160
H 4.3694 -2.2255 -4.3322
H 3.6393 -3.5309 -3.4642
C 2.3464 0.1326 3.3199
O 1.1737 -0.6214 3.2860
C 1.0971 -1.7158 4.1523
C 0.3412 -2.8735 3.5033
O 1.0610 -3.5661 2.4580
C 0.2531 -4.6510 1.9323
H 3.2903 -0.3423 2.9829
H 2.3907 0.6761 4.2866
H 2.1616 0.9808 2.6414
H 0.5982 -1.4628 5.0672
H 2.1043 -2.0429 4.4787
H -0.6471 -2.4862 3.0960
H 0.1824 -3.6143 4.2414
H 0.7481 -5.1017 1.0659
H -0.7822 -4.3061 1.7281
H 0.1598 -5.3764 2.7283
O 0.0416 1.8297 0.5929
C 0.0507 0.6600 0.4635
O -1.0696 -0.1232 0.7477
C -0.9457 -1.4699 0.1710
C 0.5623 -1.6936 -0.0975
C 1.1174 -0.1975 -0.0983
H -1.5014 -1.5699 -0.7615
H -1.2671 -2.1442 0.9548
H 0.6584 -2.0630 -1.0687
H 0.9307 -2.3018 0.7506
H 1.3325 0.1396 -1.1132
H 2.0022 -0.2202 0.4837
O -3.4035 -3.1746 1.8396
C -4.3509 -3.4243 1.2177
O -4.9632 -4.6116 1.2125
C -6.1289 -4.7251 0.3629
C -6.4963 -3.2824 0.0751
C -5.1896 -2.5973 0.1892
H -6.8274 -5.2789 0.9721
H -5.8784 -5.3805 -0.4775
H -7.1905 -3.0303 0.8537
H -7.0611 -3.1650 -0.8439
H -5.2852 -1.6250 0.6132
H -4.6439 -2.4356 -0.7637
O -2.4187 -2.3939 -4.1144
C -1.5044 -3.1594 -3.8466
O -1.6431 -4.5268 -3.7486
C -0.4557 -5.2348 -3.5740
C 0.5025 -4.1440 -3.0179
C -0.0703 -2.8647 -3.5807
H -0.0629 -5.6140 -4.5003
H -0.6151 -6.1041 -2.8442
H 1.5395 -4.3251 -3.2062
H 0.3769 -4.0971 -1.9551
H 0.3651 -2.5726 -4.5392
H -0.0739 -1.9879 -2.9126
O -0.7437 1.7808 6.6256
C -1.5059 1.4677 5.7544
O -1.1305 1.2855 4.4606
C -2.2883 1.2878 3.5512
C -3.4055 0.6684 4.4314
C -2.9669 1.0477 5.8373
H -2.1412 0.7033 2.6804
H -2.5061 2.3357 3.4101
H -3.3419 -0.4369 4.2926
H -4.3462 1.0658 4.0620
H -2.8964 0.2378 6.5361
H -3.5657 1.7892 6.3072
*
```

Results
E   -2887.61725 a.u.
F_max   5.39 eV/A
HOMO   -0.3416 Ha
SMILES string   C[N+](=O)[O-].C[N+](=O)[O-].C[N+](=O)[O-].O=C1CCCO1.O=C1CCCO1.O=C1CCCO1.O=C1CCCO1.COCCOC.COCCOC.COCCOC
Gap between HOMO and LUMO   9.4 eV


# 6
C4H5N3O2 | ωB97M-V with the def2-TZVPD basis set

Structure (ORCA input):
```
! wB97M-V def2-TZVPD RIJCOSX def2/J DEFGRID3
* xyz 0 1
C 1.4522 0.2293 1.6384
C 0.5103 0.9643 0.8853
C 1.5867 -1.1305 1.7137
C -0.4795 -0.8097 -0.6805
N -0.2340 0.5895 -0.1735
N -1.0716 -1.2339 -1.7048
N 0.1789 -1.5419 0.2170
O 2.0978 -2.0226 2.2831
O 0.3514 -2.9818 -0.0393
H 2.0210 0.7896 2.2369
H 0.4430 2.0172 0.9387
H -0.6011 1.2342 -0.8436
H -0.5658 -3.1486 -0.2072
H -1.3503 -0.4890 -2.3576
*
```

Results
E   -470.02448 a.u.
F_max   4.40 eV/A
Relative energy (zero: lowest compared OMol25 entry of this formula, charge and spin)   565.1 kJ/mol
HOMO   -0.3019 Ha
Gap between HOMO and LUMO   7.8 eV


Among the records above, which one has the lowest E?
C19H53O16P5